The following is a DFT calculation (the ωB97M-V functional and the def2-TZVPD basis) of a 12-piece molecular cluster, C43H91N5O19 overall.

Structure (XYZ):
```
158
C43H91N5O19 the ωB97M-V functional and the def2-TZVPD basis
C -7.12707 -2.02741 -4.37748
C -6.30064 -1.07899 -3.53777
O -5.03857 -1.63655 -3.18728
C -4.88918 -2.28728 -2.03578
C -3.48573 -2.64261 -1.69146
O -5.81506 -2.55407 -1.31457
H -6.57751 -2.45649 -5.21253
H -7.97931 -1.46676 -4.76681
H -7.52617 -2.82492 -3.74849
H -6.08650 -0.20143 -4.15300
H -6.86278 -0.71518 -2.67802
H -3.05807 -3.26750 -2.47449
H -3.54690 -3.19711 -0.75666
H -2.87767 -1.76732 -1.46340
C -0.81357 -5.81034 -2.62658
C 0.60729 -5.39587 -2.26004
O 0.93777 -4.24061 -3.01959
C 1.22729 -3.10169 -2.37517
C 1.93223 -2.07892 -3.20324
O 0.89430 -2.86766 -1.24389
H -1.48915 -5.05424 -2.21649
H -1.08703 -6.78968 -2.23730
H -0.94986 -5.80401 -3.70639
H 0.80427 -5.28601 -1.19490
H 1.24797 -6.23249 -2.55863
H 1.86614 -2.27494 -4.26831
H 2.94832 -2.00354 -2.82119
H 1.44964 -1.12848 -2.96435
C 0.96274 2.82882 4.63619
C 2.47215 2.66269 4.74594
O 3.09987 3.85489 4.28825
C 4.44022 3.85815 4.25696
C 5.03145 4.98402 3.46052
O 5.09821 2.96165 4.69496
H 0.46257 3.49134 5.34027
H 0.51363 1.86153 4.88712
H 0.79268 3.04156 3.58130
H 2.71185 2.49701 5.80062
H 2.81075 1.79066 4.18609
H 4.28168 5.60058 2.95886
H 5.53402 4.48422 2.63002
H 5.68867 5.67042 3.98432
C 6.22855 3.39320 -6.42944
C 4.98857 2.50305 -6.50211
O 4.63929 2.21768 -5.13331
C 4.46764 0.97144 -4.69058
C 4.02992 0.88051 -3.24422
O 4.62334 -0.00474 -5.38290
H 6.07054 4.33220 -5.90480
H 6.53552 3.60025 -7.45943
H 7.07502 2.87811 -5.97748
H 4.15917 2.98571 -7.01226
H 5.22226 1.53378 -6.94293
H 3.70419 -0.15551 -3.18156
H 3.19691 1.54181 -3.02175
H 4.88270 0.96391 -2.57328
C -1.28060 0.54628 7.19291
C -0.60472 -0.53930 6.40571
O -1.07705 -0.64916 5.06385
C -2.14068 -1.42859 4.78892
C -2.38873 -1.63053 3.33204
O -2.77796 -1.99037 5.64186
H -1.27583 1.54722 6.75622
H -0.87525 0.68750 8.19630
H -2.34047 0.32701 7.34334
H 0.45663 -0.31192 6.26726
H -0.62643 -1.50090 6.92190
H -2.02984 -0.83921 2.67731
H -3.46487 -1.64581 3.15195
H -2.06035 -2.63825 3.08041
C -2.46602 -9.19864 2.12132
C -2.87235 -7.78602 2.41895
O -1.82628 -6.91969 1.95268
C -1.92180 -5.62154 2.22201
C -0.91977 -4.79062 1.50863
O -2.77669 -5.14121 2.92749
H -2.27911 -9.32700 1.05598
H -3.23340 -9.92136 2.40198
H -1.59981 -9.46976 2.72779
H -3.78275 -7.53130 1.87028
H -2.99616 -7.57986 3.48279
H 0.04129 -5.30353 1.45688
H -0.70323 -3.84406 1.99768
H -1.28677 -4.50741 0.52062
C 4.41552 4.65175 -2.38496
C 4.75201 5.10102 -0.97096
O 3.55733 5.27853 -0.19800
C 3.04317 4.25921 0.45173
C 1.79563 4.64333 1.17310
O 3.52180 3.15651 0.56683
H 4.04817 5.51218 -2.95162
H 3.66861 3.86290 -2.43284
H 5.30282 4.38392 -2.96250
H 5.43050 4.41532 -0.46294
H 5.19278 6.09601 -0.97055
H 0.93711 4.01000 0.90505
H 1.33461 5.60860 0.97645
H 1.90780 4.37890 2.22423
C 0.33710 0.85718 1.86952
N 0.19471 0.56457 0.45732
C -0.72516 -0.46101 0.04344
C 0.88687 1.27091 -0.46583
O 0.77138 1.14939 -1.67564
H 1.38491 1.07060 2.07581
H 0.04391 -0.03097 2.43457
H -0.33311 1.62327 2.27117
H -1.78190 -0.23242 0.21636
H -0.50761 -0.77012 -0.97465
H -0.54442 -1.35635 0.64736
H 1.49168 2.08954 -0.05546
C 0.90570 1.81053 -4.80428
N 1.00347 3.23571 -4.57806
C 1.88109 3.91793 -5.50852
C 0.40257 3.86532 -3.54447
O 0.60091 5.03087 -3.27352
H 1.87792 1.31943 -4.86165
H 0.41544 1.64165 -5.76880
H 0.31922 1.31172 -4.03526
H 1.71903 4.99084 -5.60463
H 2.93245 3.77676 -5.24838
H 1.59770 3.51793 -6.48636
H -0.30716 3.25819 -2.97122
C 1.77746 -4.06012 3.85170
N 2.25899 -2.82312 3.25428
C 2.04650 -2.55695 1.85998
C 2.70080 -1.85838 4.09245
O 2.96603 -0.72840 3.73437
H 2.31873 -4.25281 4.77542
H 1.98570 -4.91789 3.20860
H 0.69925 -4.04937 4.02986
H 1.00041 -2.55826 1.55739
H 2.51249 -1.59847 1.63069
H 2.57966 -3.21393 1.16594
H 2.77098 -2.24972 5.11454
C -4.58645 1.21258 3.77107
N -4.00662 1.99186 4.86367
C -2.96636 2.90939 4.44830
C -4.51277 1.95359 6.10562
O -4.06905 2.62996 7.02002
H -5.44342 0.59274 4.01686
H -3.79202 0.54823 3.42886
H -4.81147 1.99223 3.03863
H -3.45328 3.65066 3.80708
H -2.45068 3.35453 5.29122
H -2.23054 2.38105 3.83606
H -5.33302 1.22812 6.19534
C -2.84829 1.20881 -2.89485
N -3.00550 1.63954 -4.26737
C -2.70168 0.73147 -5.36423
C -3.69024 2.79938 -4.52831
O -4.09364 3.08400 -5.63400
H -3.66405 0.55182 -2.58416
H -2.82572 2.04866 -2.19654
H -1.85499 0.76724 -2.77605
H -2.84570 -0.25307 -4.90458
H -3.45895 0.77600 -6.14120
H -1.68118 0.84956 -5.71701
H -3.78546 3.38066 -3.59811
```

Frontier orbital gap in eV: 9.3286
Relative energy (zero: lowest compared OMol25 entry of this formula, charge and spin) in eV: 0.4123
Structure (SMILES): CCOC(C)=O.CCOC(C)=O.CCOC(C)=O.CCOC(C)=O.CCOC(C)=O.CCOC(C)=O.CCOC(C)=O.CN(C)C=O.CN(C)C=O.CN(C)C=O.CN(C)C=O.CN(C)C=O
DFT total energy in eV: -92421.3297
Molecular weight in g mol⁻¹: 982.22